Molecular formula: C58H123F3N5O5S
Method: DFT, the ωB97M-V functional and the def2-TZVPD basis

```
195
Properties=species:S:1:pos:R:3:forces:R:3
H 4.193 -4.447 -3.497 -0.0874 0.0319 0.1068
H -0.634 -0.354 4.436 0.0109 -0.1393 -0.0354
C -0.601 -5.708 -2.858 0.8974 -1.0595 0.6040
C 3.954 2.484 2.331 -0.3006 -0.7851 0.5711
C 3.716 1.639 -2.276 1.3858 0.9075 -1.5027
C 2.730 -8.408 4.855 -0.5457 -0.6273 0.3308
H -1.418 0.926 -3.174 0.1527 0.1803 -0.6945
N 1.393 -4.069 -2.774 -0.6436 -0.5438 1.0436
H -1.873 -0.706 3.198 -0.0125 -0.1152 0.3077
C -4.802 4.755 5.065 -0.1413 0.8921 -1.7339
H -0.174 -2.685 -2.707 -0.1218 -0.1889 -0.0298
C 5.372 4.248 3.469 0.8646 -0.4799 -1.7241
H -2.127 -6.036 -1.352 0.2094 0.0684 0.1358
H 1.484 -2.082 2.291 0.2293 0.1804 0.2209
H 3.324 -3.311 -4.482 -0.3119 -0.0621 -0.0044
C 2.026 -3.020 2.420 0.0205 -0.2685 -0.5527
C -4.934 3.294 -4.106 0.3201 0.6771 0.4289
C 0.751 0.797 0.322 0.7381 -0.2914 0.8868
H 2.665 -8.914 3.890 0.4051 0.1116 -0.0837
H -0.280 -0.263 2.696 0.0579 0.2382 0.0422
H -2.775 -5.126 1.166 0.0840 -0.1737 -0.1157
H -4.037 5.321 5.601 0.1798 -0.5745 0.3911
H -1.337 -0.923 -4.725 -0.1051 0.0928 -0.2635
C 1.142 -4.132 1.866 0.6352 -1.1312 0.1324
H -5.040 0.465 -4.680 0.0101 0.4012 0.1028
H 1.754 -5.019 1.675 0.0693 -0.0246 0.2111
O 4.764 3.042 -4.235 -1.0332 -0.3791 0.5457
H -0.279 -6.246 1.523 0.1116 0.0995 0.0650
H 4.750 1.746 2.447 0.4200 0.4035 -0.0767
H 0.362 2.964 -5.846 0.2367 0.1756 0.1079
H 1.454 -5.102 -4.593 -0.1325 -0.1228 0.1305
C -0.334 3.768 -5.599 -0.0745 -0.4114 -0.3258
O 3.999 4.384 -2.320 -0.8322 -1.0715 0.2562
H 1.075 1.420 -0.512 -0.2118 -0.2744 -0.3222
C -0.525 -0.005 0.038 0.1186 0.2547 -1.6854
H -2.218 3.777 3.840 0.2308 0.6002 -0.1803
H -4.627 3.945 -0.585 0.1547 0.1023 0.1338
H 2.683 0.203 2.854 0.1927 -0.1973 0.0645
H 5.999 3.356 3.515 -0.0197 0.0175 1.0201
C -1.771 -4.712 1.215 -0.1981 0.8199 0.4357
H -1.503 -8.184 -0.478 0.1033 -0.0240 0.1357
H 1.541 0.079 0.560 0.1483 0.1256 -0.2181
C -1.896 3.437 1.159 -0.4657 0.2438 -0.0813
C -5.977 3.777 -3.092 -0.8814 0.2693 -0.6500
H 2.641 -9.196 5.607 -0.2246 -0.0153 -0.0591
H -3.230 4.972 2.964 0.1370 -0.1366 -0.5077
H 0.208 4.636 -5.234 0.1046 -0.1395 0.1288
H -2.312 5.415 0.338 -0.2018 0.0485 0.0991
H -3.047 -1.069 -6.270 -0.0850 0.2839 -0.0925
H 3.245 -2.622 0.651 -0.1090 -0.5368 -0.2049
O -1.583 0.654 -0.141 -0.1135 -0.1977 0.3779
H -2.323 -1.594 -3.501 -0.4062 -0.1327 -0.1428
H 0.902 5.652 1.541 0.4470 -0.2220 0.3435
H -0.326 -8.486 -1.754 -0.1612 -0.0504 -0.0648
H -0.781 4.050 -6.555 -0.2700 0.1033 0.1537
H -2.790 -3.053 2.250 -0.0584 -0.3218 0.0785
H -1.500 -6.251 2.697 0.3569 0.6626 1.1466
H -4.262 1.958 0.681 1.0015 0.0641 -0.2338
H 0.179 -3.279 -4.354 0.1040 0.0310 -0.0664
N -2.978 2.972 2.125 0.0384 -0.2779 -0.8113
H 5.303 3.625 0.191 -0.2873 0.1839 -0.0612
H 2.292 -5.961 -3.300 -0.0589 0.1101 0.2966
C -2.371 0.516 -3.506 0.1924 -0.4795 0.8497
H -1.486 -3.976 3.972 -0.1455 0.4787 0.1662
H 1.776 -6.971 5.996 -0.3381 0.5937 -0.1841
N -3.175 1.492 -4.342 -0.4197 -0.9167 0.4228
O 5.991 3.028 -2.162 -1.0919 -0.6525 0.5515
H -4.199 0.981 -6.168 -0.2204 0.3524 0.1874
C -1.030 -0.063 3.464 -0.2802 -0.2641 -0.1165
H 2.494 -5.990 3.611 0.3213 -0.5660 0.2572
H 1.456 -3.137 -0.961 0.4855 -0.5225 0.5324
H -1.701 1.676 4.529 -0.1281 0.1058 -0.0537
C -3.440 -0.834 -5.284 0.1417 0.2712 0.5457
H 6.183 5.776 0.723 0.0356 0.1002 0.1159
H -1.862 4.113 -4.164 -0.4233 -0.2223 0.0335
C 3.026 2.214 3.532 0.0956 0.3824 -0.3058
C 0.382 -4.928 -1.987 0.8248 0.2458 -0.8886
C -1.788 -3.340 1.916 -1.2177 0.2006 -0.0140
F 4.340 0.629 -2.903 -0.3452 -0.3886 0.2454
H 4.205 -6.126 -5.235 -0.0647 -0.0690 -0.1863
C 6.274 5.357 2.900 0.2358 0.5677 0.9416
H 3.286 -5.100 -6.366 -0.1570 0.0822 0.1026
H -4.512 1.654 -2.749 -0.2159 -0.0990 -0.2601
H -0.057 -4.221 -1.284 -0.3807 -0.1887 -0.1196
C 0.623 -5.245 4.099 -1.3017 0.0596 -0.2686
C -1.446 -6.635 -1.965 -1.1003 0.1959 -0.3240
H 0.653 -7.991 5.164 -0.2618 0.2589 -0.4287
C 3.407 -4.374 -4.254 0.6975 -0.0950 -0.2674
H -5.612 3.819 -2.064 0.2104 -0.2518 -0.3003
H -6.256 4.807 -3.324 0.2552 0.0604 0.0255
C -3.138 3.934 3.280 -0.1146 -0.6876 0.7518
C -2.320 -0.809 -4.258 1.6423 -0.0685 0.3377
H 3.507 5.255 -0.122 -0.0554 0.2399 0.0681
H -0.245 5.893 -0.571 0.1756 0.1884 -0.6166
H -2.134 -7.149 -2.641 0.0336 -0.0702 -0.0023
C 3.944 -5.100 -5.500 0.3478 0.1151 0.6380
H -0.034 -6.387 -3.501 0.1602 0.0910 -0.0066
H -1.092 3.954 1.677 -0.0079 -0.2367 0.2899
H -2.295 4.139 -0.833 0.0226 -0.0444 -0.0248
C 0.609 5.218 -0.516 0.0248 -0.3056 0.6198
H 0.747 1.497 1.168 -0.5971 -0.0936 0.0714
H -5.092 3.048 3.773 -0.0815 0.2926 -0.0873
H 7.564 4.836 1.291 -0.0957 -0.1718 -0.4522
H 2.093 -1.227 -1.459 0.5645 0.2615 -0.0049
C 3.362 -3.008 1.664 0.1475 0.9636 0.1884
H -0.732 2.833 -3.766 -0.4147 -0.4522 0.1260
H 0.162 4.239 -0.306 0.2357 -0.1056 0.2552
C 3.469 4.878 2.025 -0.8825 0.1841 -0.1912
C -4.124 4.144 0.360 0.3147 -0.2307 -0.3069
C -4.188 2.900 1.224 -1.3235 0.4001 0.6161
H 2.076 -1.556 -4.398 0.2094 -0.4637 0.0397
C -0.939 -3.529 3.145 1.1300 0.6916 -0.0103
H 2.688 4.639 2.752 0.1635 -0.2989 0.0715
C -3.988 2.352 -3.405 -0.0123 -0.2530 -0.0819
C 1.521 5.692 0.638 -0.4044 0.0685 -0.9767
H 5.914 6.364 3.119 -0.4824 -0.0771 -0.4675
H -2.798 0.309 -2.521 -0.8097 0.5182 -0.2448
H -5.656 3.673 6.678 -0.1093 -0.0769 -0.0122
H 3.879 -3.964 1.724 -0.1625 -0.1314 -0.3308
C -1.497 1.394 3.496 0.6317 -0.0539 -0.0732
H 1.241 -7.036 2.993 -0.2508 0.3270 -0.1552
H 1.749 6.748 0.483 -0.0292 0.0347 0.0508
N 4.550 3.848 2.234 0.4739 -0.2721 0.5829
C 6.497 4.998 1.416 0.0268 0.4177 0.3642
H 2.244 -3.211 3.471 -0.1754 0.1613 0.0644
H 0.089 -7.353 -0.533 -0.2297 0.1417 0.2714
C 2.446 -1.895 -2.241 0.8846 -0.7242 -0.2664
C -1.355 3.234 -4.565 0.6951 1.3875 -1.0940
H 1.040 -4.434 4.692 0.3278 -0.2046 0.0310
N 0.086 -4.606 2.823 -1.9759 -0.4277 -0.0066
H -6.824 3.913 5.395 0.1724 0.0481 -0.3293
C -0.762 -7.712 -1.118 0.4984 0.2402 -0.6003
H 2.626 3.876 0.315 -0.1590 -0.0621 0.1877
H -0.660 2.008 3.152 -0.1466 0.1867 -0.0118
F 2.463 1.699 -2.754 -0.4475 -0.2702 0.4733
H 1.163 5.058 -1.440 -0.0792 0.5647 -0.1850
H 3.713 -7.996 5.076 -0.0227 0.3462 -0.5535
H -1.412 -4.552 0.199 0.1236 -0.4499 0.1338
C 5.681 3.742 1.205 -0.1917 0.6900 -0.8758
H -5.051 5.490 4.283 -0.5537 0.0706 0.1922
H 3.490 -1.788 -2.525 -0.0118 0.5481 0.3084
H -5.110 2.848 1.807 0.2601 0.3077 0.3162
C -2.704 1.564 2.607 -0.9785 0.4086 0.0897
C -5.993 4.386 5.918 0.1245 -0.3223 0.8925
H 1.005 -0.797 -3.310 -0.3557 -0.1840 -0.1156
H -1.193 -5.124 -3.560 -0.2259 0.3336 0.4223
S 4.683 3.185 -2.799 2.4210 1.5852 -0.4449
C -7.284 2.990 -3.158 -0.3903 -0.7556 -0.1849
H -0.418 -2.603 3.382 -0.0379 -0.2114 0.6026
H 2.087 0.517 4.480 -0.2672 0.2087 -0.2661
C 2.122 -4.980 -3.739 0.1015 1.0592 -0.6864
C -0.879 -5.560 2.127 0.9067 -1.0708 -2.5451
H -7.232 1.971 -3.562 0.6695 -0.1136 0.3533
O -0.372 -1.234 -0.216 0.0551 0.1214 0.5285
H 4.871 -4.591 -5.760 0.0006 -0.1483 -0.2614
H 1.040 -5.605 -1.441 -0.2719 -0.1760 0.1481
C -2.611 4.381 0.181 0.0707 0.1003 -0.2561
H 2.012 2.588 3.377 0.0710 0.1952 -0.1513
H -3.640 1.326 3.118 0.2221 -0.3828 0.2611
H -4.160 -1.614 -5.049 -0.1821 0.1768 -0.0167
C 0.612 -2.942 -3.417 0.5999 0.6059 0.0003
C 1.566 -7.413 5.017 1.4824 -0.4508 1.0609
H 0.712 -3.941 0.883 -0.3900 0.5480 0.3483
C 1.523 -6.431 3.859 0.3767 0.3364 -0.1803
H -1.663 1.428 -5.689 0.3674 0.1934 0.0768
H 4.787 4.443 4.359 -0.1102 0.0469 -0.0821
C 2.823 4.901 0.652 0.2845 -0.6761 -0.0288
H 4.068 -2.282 2.075 -0.1990 -0.0285 0.4047
H -4.632 5.001 0.798 0.0542 -0.0515 0.2099
H 3.754 5.886 2.330 0.7660 -0.1797 -0.1802
H -3.315 2.885 -2.732 0.2639 0.0505 -0.2665
C -2.256 2.256 -5.279 0.6098 -1.5659 0.5655
H -4.391 4.171 -4.467 0.1612 -0.1740 -0.1595
H 3.423 2.734 4.404 -0.0551 -0.1060 0.0814
C 2.226 -3.316 -1.711 -1.3671 0.7902 -0.7223
H -3.859 2.842 4.965 -0.0486 -0.1108 -0.0620
H -7.726 2.900 -2.167 -0.3486 0.1664 -0.1661
F 3.700 1.336 -0.972 -0.3717 0.1682 0.3137
H -7.987 3.409 -3.880 -0.0655 0.4830 0.3957
H -6.415 5.213 6.487 0.1552 0.2117 -0.2064
C 1.557 -1.727 -3.457 -0.8052 0.4439 -0.3531
C -4.262 3.572 4.253 0.2521 -0.6240 0.8634
H -5.400 2.824 -4.972 -0.1725 0.0205 0.0874
C 2.912 0.720 3.789 -0.6538 -0.3944 0.6552
H 3.722 0.242 4.343 0.5454 0.2672 -0.5939
H 7.228 5.391 3.429 -0.0337 -0.4537 0.0774
H -0.284 -5.570 4.615 0.0318 0.0474 0.0404
H -1.560 2.530 0.653 0.1469 0.0548 0.0473
H -2.660 0.946 1.709 0.3223 0.1510 0.0146
C -4.075 0.574 -5.169 -0.1632 -0.6396 -0.5773
H -2.789 2.560 -6.179 -0.3649 0.8459 0.5111
H -1.544 -2.509 1.252 0.7624 -0.1982 0.0739
H 3.127 -3.805 -1.358 -0.2250 -0.4987 -0.1450
H 6.284 2.851 1.373 -0.3623 -0.1060 0.5560
H 3.523 2.253 1.357 -0.3042 0.1038 0.1177
```
Forces are in eV/Å.

Output
**E_HOMO**: -13.1063 eV
**Energy relative to the best compared isomer or geometry (same formula, charge and spin)**: 307.0 kJ/mol
**Kohn-Sham gap**: 7.843 eV
**DFT total energy**: -3630.6021 hartree
**Net charge**: +3